No. 1
C39H64BrN7O8SSiTi | ωB97M-V/def2-TZVPD

CARTESIAN COORDINATES (ANGSTROEM)
Ti -0.02597 -1.40933 -0.83434
C 3.85209 5.41387 -2.90552
C 4.47676 4.01117 -2.84069
C 4.92868 3.58195 -4.24522
C 5.70412 4.07057 -1.93140
C 3.43534 3.02082 -2.33217
C 3.60950 2.27426 -1.18045
C 2.62840 1.37906 -0.78938
Br 2.86977 0.39643 0.80029
C 1.45297 1.20278 -1.51721
O 0.58663 0.23803 -1.11149
C 1.22374 1.98517 -2.67029
C 2.23910 2.85371 -3.03620
C -0.09867 1.95054 -3.43997
C -1.19966 2.48976 -2.51221
C -0.06291 2.85020 -4.68124
C -0.45413 0.53769 -3.93231
H 4.60080 6.13659 -3.23500
H 3.48711 5.72354 -1.92368
H 3.01910 5.45785 -3.60974
H 5.67076 4.28594 -4.62634
H 4.09706 3.56133 -4.95147
H 5.38136 2.58826 -4.22202
H 6.41790 4.78746 -2.33811
H 6.21000 3.10345 -1.86861
H 5.44557 4.39978 -0.92182
H 4.49749 2.37533 -0.57262
H 2.10303 3.45120 -3.92536
H -1.01971 3.54180 -2.28253
H -1.22601 1.94127 -1.57195
H -2.17898 2.40574 -2.99154
H 0.13403 3.89329 -4.42812
H -1.03926 2.81555 -5.16714
H 0.68180 2.51314 -5.40647
H -0.78323 -0.11412 -3.12556
H 0.39359 0.06791 -4.43262
H -1.28037 0.60106 -4.64365
O -6.90358 -0.78741 -1.80533
C -6.21335 0.19686 -1.07488
C -4.76109 -0.16707 -1.02208
C -3.85841 0.61143 -0.30185
C -2.53081 0.25585 -0.27676
N -2.07631 -0.82196 -0.93442
C -2.94250 -1.60294 -1.60233
C -4.28677 -1.30299 -1.66626
C -2.35982 -2.85655 -2.12241
C -2.95250 -3.59436 -3.12555
C -2.38688 -4.81965 -3.46257
C -3.02123 -5.69791 -4.51177
O -4.06433 -5.05548 -5.20237
C -1.24002 -5.22761 -2.78095
C -0.67246 -4.39236 -1.84229
N -1.22289 -3.21762 -1.50830
H -7.83646 -0.55744 -1.86181
H -6.58522 0.28313 -0.04902
H -6.29892 1.18470 -1.53997
H -4.18794 1.48580 0.24566
H -1.80346 0.81105 0.29943
H -4.97967 -1.95086 -2.18322
H -3.84109 -3.25018 -3.63433
H -3.45034 -6.56346 -4.00136
H -2.24953 -6.08086 -5.18342
H -3.74476 -4.69878 -6.03655
H -0.77267 -6.17999 -2.99937
H 0.24880 -4.65806 -1.33981
N 2.06498 -4.32218 1.08707
N 3.18321 -3.49390 0.80364
C 3.27209 -2.78669 -0.30741
N 4.46786 -2.36159 -0.70259
N 2.09744 -2.61490 -0.97990
N 2.12387 -2.04754 -2.19329
O 0.95749 -2.00296 -2.66204
O 3.07658 -1.58568 -2.76563
H 1.24924 -3.71356 1.10983
H 2.17139 -4.61536 2.05510
H 4.03548 -3.75237 1.27548
H 5.28268 -2.57910 -0.15241
H 4.54890 -1.65916 -1.42039
C -3.21533 -1.73474 3.12846
C -2.43644 -1.47050 4.40887
C -2.49823 -2.66740 5.34231
C -2.93117 -0.21012 5.10196
O -1.02196 -1.29216 4.10140
Si -0.24214 -0.45443 2.97805
S -0.22366 -1.91136 1.30963
O 1.26494 -0.13140 3.43215
C 2.04690 -0.45094 4.61946
C 1.31298 -0.02965 5.88334
C 2.31067 -1.94869 4.60966
C 3.34513 0.33073 4.47861
O -1.01804 0.80330 2.32177
C -0.96226 2.25746 2.51450
C -2.34651 2.75441 2.13662
C -0.65778 2.61280 3.96178
C 0.09722 2.81343 1.57630
H -4.27052 -1.87966 3.36826
H -2.84924 -2.63610 2.63313
H -3.13444 -0.88379 2.44341
H -3.52182 -2.82564 5.68416
H -1.86501 -2.49805 6.21387
H -2.15614 -3.56780 4.82933
H -3.95846 -0.34710 5.44213
H -2.90628 0.63895 4.41448
H -2.30952 0.01251 5.97082
H 0.37361 -0.57192 5.99953
H 1.11342 1.04106 5.87185
H 1.94691 -0.24257 6.74555
H 1.36570 -2.49712 4.68092
H 2.93965 -2.23429 5.45372
H 2.81957 -2.20641 3.67508
H 3.14649 1.40379 4.45925
H 3.86934 0.05965 3.55966
H 4.00221 0.12002 5.32403
H -3.09599 2.39820 2.84636
H -2.61441 2.40012 1.13909
H -2.36593 3.84489 2.12971
H -1.34636 2.10062 4.63740
H -0.77849 3.68675 4.10673
H 0.36570 2.34684 4.21645
H -0.18745 2.67609 0.52529
H 1.04619 2.31352 1.75600
H 0.23216 3.88342 1.74954

Energy relative to the best compared isomer or geometry (same formula, charge and spin) ... 0.594 eV
M ... 946.9 g/mol
Total energy ... -180156.533 eV
Total charge ... +2
F_max ... 1.08 eV Å⁻¹
Highest occupied orbital energy ... -0.479 Ha
Kohn-Sham gap ... 0.25036 Eh
Spin multiplicity ... 1

Here are the Löwdin charges for atoms 1 to 2, given in e: 0.829, -0.034


No. 2
C62H159N9O26 | ωB97M-V/def2-TZVPD

CARTESIAN COORDINATES (ANGSTROEM)
C -6.90768 0.54888 2.55693
O -6.74278 -0.70069 3.34649
C -5.90815 -1.63632 2.61196
C -6.50419 -2.84418 1.92491
N -5.52897 -3.53879 1.18136
C -5.97004 -4.62622 0.39678
C -6.82784 -4.14461 -0.72594
O -7.03290 -5.25368 -1.52124
C -7.99144 -5.14307 -2.51222
H -7.54230 0.42054 1.73798
H -6.04443 0.91437 2.06983
H -7.27215 1.35399 3.17842
H -5.17594 -1.92416 3.28907
H -5.40092 -1.03641 1.82272
H -7.30650 -2.55183 1.25428
H -7.05836 -3.45190 2.67327
H -4.73827 -3.78807 1.75970
H -6.54170 -5.31578 1.09752
H -5.08207 -5.10083 0.03647
H -6.17636 -3.43496 -1.16505
H -7.78650 -3.62898 -0.33132
H -7.72547 -4.60013 -3.47317
H -8.82467 -4.54430 -2.15035
H -8.37832 -6.10367 -2.78228
C 0.61092 3.95875 0.83009
O 0.59108 4.04994 2.23023
C 1.87378 3.65425 2.81286
C 1.84475 2.26737 3.34592
N 0.88919 2.26925 4.45249
C 0.11521 1.00386 4.49920
C -0.84883 0.70180 3.36784
O -1.84512 1.69253 3.29883
C -2.59545 1.48807 2.08804
H 1.18472 4.82578 0.53388
H -0.41669 3.93918 0.56430
H 1.17117 3.07562 0.42363
H 1.96942 4.41561 3.60117
H 2.70347 3.77751 2.08343
H 2.85736 1.92058 3.65769
H 1.46802 1.63001 2.50746
H 0.21693 2.96590 4.13989
H -0.40236 0.89035 5.45145
H 0.80525 0.17137 4.47530
H -1.34500 -0.24805 3.71787
H -0.32434 0.53456 2.41569
H -1.97327 1.71040 1.19555
H -3.45497 2.19083 2.11339
H -2.88729 0.43527 1.97003
C -3.69394 7.72119 -1.11647
O -3.23190 6.80327 -0.13520
C -2.00808 7.09196 0.67486
C -1.92914 6.08104 1.88927
N -2.47469 6.58394 3.09816
C -2.12501 6.00943 4.38977
C -2.50408 4.49580 4.71245
O -3.81849 4.31582 4.36296
C -4.43312 3.10876 4.76499
H -4.53929 7.22254 -1.60631
H -2.96992 7.90987 -1.89648
H -4.18501 8.54490 -0.53796
H -2.02108 8.13430 0.90420
H -1.17634 6.84713 -0.05240
H -0.86192 5.93447 2.04485
H -2.22272 5.05397 1.59717
H -3.46906 6.67227 3.02214
H -2.68047 6.50666 5.18266
H -1.11304 6.28071 4.56632
H -2.35825 4.32334 5.81112
H -1.86201 3.77586 4.20463
H -4.65653 2.50636 3.89476
H -5.42217 3.45726 5.06249
H -3.94481 2.50356 5.43424
C 2.42707 2.03607 -3.46509
O 2.78370 0.73508 -3.91414
C 2.77745 0.53776 -5.32267
C 3.20355 -0.81647 -5.74491
N 4.59320 -1.08139 -5.35271
C 5.23500 -2.25225 -5.96958
C 6.69267 -2.15216 -5.69390
O 6.94268 -2.11282 -4.25298
C 7.97544 -2.94622 -3.63935
H 2.28784 2.08611 -2.37443
H 1.49838 2.41365 -3.90285
H 3.15456 2.76060 -3.80366
H 3.51381 1.24379 -5.76781
H 1.81587 0.74939 -5.70577
H 3.22857 -0.82449 -6.86959
H 2.57592 -1.57339 -5.29323
H 4.75836 -1.20835 -4.36195
H 5.04933 -2.23653 -7.03613
H 4.75413 -3.17356 -5.66580
H 7.06451 -1.22955 -6.10067
H 7.17621 -3.06092 -6.02268
H 8.74016 -3.17199 -4.36726
H 7.52929 -3.81831 -3.20187
H 8.42768 -2.47765 -2.75305
C 4.88566 5.07065 -2.43540
O 5.69419 3.93880 -2.19158
C 5.72149 3.56137 -0.78337
C 6.29360 2.13384 -0.77338
N 5.27870 1.22646 -1.39935
C 5.65009 -0.08825 -1.66113
C 5.77100 -0.97051 -0.47080
O 6.92948 -0.69581 0.23076
C 7.10298 -1.60686 1.29282
H 5.24182 5.91468 -1.80349
H 3.81433 4.83124 -2.23588
H 5.00176 5.33796 -3.48716
H 4.68735 3.53019 -0.32615
H 6.46526 4.22288 -0.24038
H 6.41261 1.79609 0.23225
H 7.23114 2.10414 -1.35894
H 4.97972 1.60900 -2.26737
H 6.52223 -0.26979 -2.32689
H 4.85454 -0.50737 -2.29449
H 5.72669 -2.01889 -0.82672
H 4.95391 -0.68090 0.19729
H 8.13737 -1.50041 1.78600
H 7.01296 -2.66572 1.13708
H 6.27968 -1.35070 2.01223
C 3.24133 -3.41586 -1.86351
O 2.44131 -3.50648 -3.04707
C 1.11586 -3.95841 -2.81575
C 0.47971 -4.28963 -4.12802
N -0.97547 -4.54507 -3.99364
C -1.65266 -4.66608 -5.18166
C -3.13051 -4.73105 -4.99716
O -3.77768 -3.59199 -4.34237
C -5.11499 -3.73075 -4.11782
H 4.18835 -3.02466 -2.18090
H 3.39931 -4.41766 -1.40658
H 2.80133 -2.68791 -1.08326
H 0.59110 -3.12792 -2.35879
H 1.10777 -4.73636 -2.09228
H 0.90548 -5.17846 -4.56549
H 0.68212 -3.42834 -4.73012
H -1.29829 -3.96168 -3.22216
H -1.33989 -5.68003 -5.53130
H -1.29513 -3.90512 -5.90020
H -3.27796 -5.56393 -4.26582
H -3.60297 -4.88034 -5.92370
H -5.44511 -4.60988 -3.50228
H -5.71501 -3.76992 -4.98666
H -5.41807 -2.84640 -3.50719
C 5.16086 1.81464 6.79889
O 5.39096 0.79708 5.85251
C 4.24251 0.02868 5.66369
C 4.49394 -0.66549 4.31919
N 3.46619 -1.67155 3.90034
C 3.68295 -2.01713 2.51720
C 2.69347 -3.00214 2.04253
O 1.50051 -2.26210 1.94570
C 0.39490 -3.05571 1.57341
H 6.15850 2.15390 7.06260
H 4.66076 1.40492 7.70787
H 4.60577 2.72617 6.43533
H 3.34537 0.68792 5.54233
H 4.02590 -0.69600 6.40887
H 5.44677 -1.25944 4.39628
H 4.60125 0.18224 3.57462
H 2.44850 -1.26339 3.95801
H 4.65056 -2.53966 2.47918
H 3.74840 -1.16758 1.77360
H 2.64902 -3.88263 2.69036
H 2.94589 -3.37934 1.02828
H 0.44554 -3.52745 0.57097
H -0.41397 -2.37209 1.69332
H 0.26365 -3.86674 2.40049
C 0.23406 -1.32149 -7.57923
O -0.20411 -1.34503 -6.20876
C -1.55086 -0.93500 -5.95425
C -1.68739 -0.89756 -4.47024
N -1.09237 0.26572 -3.79694
C -1.94869 1.40786 -3.77721
C -1.24504 2.75595 -3.89049
O -0.38610 3.02090 -2.78239
C -0.32325 4.42772 -2.52812
H 1.19376 -1.78672 -7.55204
H 0.29263 -0.27843 -7.81421
H -0.46299 -1.82691 -8.21983
H -2.30128 -1.63786 -6.31856
H -1.62818 0.11417 -6.43976
H -1.23406 -1.85916 -4.10479
H -2.66431 -0.91585 -4.04002
H -0.18580 0.38926 -4.25652
H -2.47944 1.34526 -2.85843
H -2.66567 1.37822 -4.62341
H -2.03423 3.53742 -3.90084
H -0.75195 2.89631 -4.82675
H -1.36616 4.84097 -2.37162
H 0.15003 4.89886 -3.39232
H 0.29856 4.63572 -1.62396
C -5.20250 -3.82454 10.13651
O -4.00401 -3.74276 9.47529
C -3.72005 -4.87499 8.66637
C -2.20645 -4.78799 8.37425
N -1.81765 -3.53624 7.64696
C -2.39485 -3.44427 6.34421
C -1.86286 -2.14110 5.81855
O -2.36413 -1.11571 6.62415
C -3.57701 -0.57734 6.22832
H -6.10204 -3.84555 9.51349
H -5.23369 -2.89752 10.69853
H -5.23061 -4.65941 10.81635
H -4.28149 -4.68082 7.77952
H -3.99058 -5.82402 9.12639
H -1.90223 -5.72672 7.76543
H -1.66872 -4.81107 9.34190
H -2.01555 -2.64249 8.14910
H -3.50052 -3.35362 6.36398
H -2.14857 -4.30710 5.73611
H -2.14482 -1.92835 4.76650
H -0.79322 -2.27976 5.94881
H -3.64935 -0.37448 5.09759
H -3.68231 0.42459 6.70052
H -4.40352 -1.22377 6.50330
C -4.24844 2.22795 -0.52996
C -3.30187 3.41534 -0.75779
O -4.10076 4.39244 -1.55290
O -5.55942 2.62900 -0.06581
H -3.78234 1.56052 0.19049
H -4.30266 1.70597 -1.48227
H -2.45710 3.05719 -1.31177
H -3.05212 3.89183 0.22287
H -3.78158 5.21096 -1.14245
H -5.65394 3.45440 -0.55879
C -2.83371 -2.95485 -0.88908
C -3.46478 -1.58673 -0.97510
O -2.79037 -0.67360 -0.11110
O -1.53271 -3.06420 -1.53594
H -3.46434 -3.70850 -1.41131
H -2.79636 -3.09793 0.16080
H -4.52990 -1.75701 -0.66302
H -3.51329 -1.16868 -1.97879
H -1.87385 -0.48642 -0.45758
H -0.96803 -2.33226 -1.30236
C 6.91151 2.54967 -5.50203
C 6.95891 4.04850 -5.82818
O 7.81034 4.72605 -4.88838
O 6.32537 1.92966 -6.61276
H 6.40297 2.38380 -4.56585
H 7.96106 2.16954 -5.41329
H 5.92481 4.40782 -5.85839
H 7.36266 4.21552 -6.83832
H 7.48019 4.80270 -4.05243
H 5.95173 1.09334 -6.35872
C 2.11614 -0.09845 -0.40581
C 0.73720 0.53740 -0.66452
O -0.24346 -0.42765 -1.20430
O 2.92287 1.00603 0.12073
H 2.62188 -0.51084 -1.33502
H 2.02493 -0.89571 0.42471
H 0.69571 1.42370 -1.32599
H 0.36037 0.75808 0.41276
H -0.45477 -0.18654 -2.09350
H 3.66573 1.08069 -0.49058

Energy relative to the best compared isomer or geometry (same formula, charge and spin) ... 0.721 eV
M ... 1447.0 g/mol
Total energy ... -133500.420 eV
Total charge ... 0
F_max ... 4.63 eV Å⁻¹
Highest occupied orbital energy ... -0.302 Ha
Kohn-Sham gap ... 0.31596 Eh
Spin multiplicity ... 1

Here are the Löwdin charges for atoms 1 to 2, given in e: -0.061, -0.170


No. 3
C3H10N2O | ωB97M-V/def2-TZVPD

CARTESIAN COORDINATES (ANGSTROEM)
C -1.66348 -0.66395 1.45363
C -0.19249 -0.33796 1.27759
N 0.42677 -1.24476 0.27488
H -1.84000 -1.73458 1.54459
H -2.05421 -0.11345 2.31624
H -2.26356 -0.32267 0.60044
H -0.09326 0.65430 0.79797
H 0.43156 -0.42298 2.16993
H 1.37339 -1.58111 0.50546
H -0.08440 -2.10787 0.10322
C 1.58843 1.58094 -1.94088
N 0.37504 0.96634 -1.88879
O 2.52729 1.15716 -1.30152
H 1.62205 2.44771 -2.60089
H 0.32878 0.30958 -1.12788
H -0.48190 1.41328 -2.18398

Energy relative to the best compared isomer or geometry (same formula, charge and spin) ... 2.077 eV
M ... 90.1 g/mol
Total energy ... -8291.552 eV
Total charge ... +1
F_max ... 2.19 eV Å⁻¹
Highest occupied orbital energy (alpha / beta) ... -0.564 / -0.512 Ha
Kohn-Sham gap (alpha / beta) ... 0.45116 / 0.17039 Eh
Spin multiplicity ... 2

Here are the Löwdin charges for atoms 1 to 2, given in e: -0.065, -0.222


> What is the total energy in the second record?

-133500.420 eV


> total charge of number 3 (C3H10N2O)?

+1


> What is the total charge in the third record?

+1